1:
Entry from the Open Molecules 2025 dataset: a single C20H23N3O3 molecule (ωB97M-V/def2-TZVPD).

Each line ends with the Löwdin charge.
Atoms and positions in Å:
C: 5.10884 0.77253 -1.86532  -0.03
C: 4.07022 -0.13272 -1.27825  -0.30
N: 4.41227 -1.35222 -1.13984  0.10
N: 3.53958 -2.31498 -0.70210  0.05
C: 2.24777 -2.49005 -1.11575  -0.41
O: 1.67442 -1.70663 -1.85287  0.08
C: 1.62634 -3.71249 -0.58506  -0.09
C: 0.35081 -4.14381 -0.87577  -0.25
O: 0.08675 -5.28034 -0.20942  0.06
C: 1.17696 -5.59174 0.51737  -0.11
C: 2.15551 -4.67273 0.33236  -0.01
H: 3.11803 -4.68010 0.80214  0.10
H: 1.12950 -6.47913 1.11633  0.12
C: -0.69507 -3.57157 -1.75638  0.02
H: -1.60727 -3.39427 -1.18863  0.09
H: -0.92944 -4.26353 -2.56460  0.09
H: -0.33041 -2.63602 -2.16935  0.07
H: 4.03688 -3.12079 -0.34951  0.13
C: 2.79510 0.48540 -0.87513  -0.21
C: 2.10605 1.35207 -1.71886  -0.03
C: 0.91875 1.92322 -1.31520  -0.01
C: 0.39908 1.66418 -0.04788  -0.21
C: 1.09612 0.82070 0.81160  0.01
C: 2.27507 0.23877 0.39407  -0.02
H: 2.80878 -0.41331 1.07098  0.12
H: 0.70798 0.62170 1.79602  0.10
N: -0.81042 2.27429 0.29730  0.13
C: -1.51699 2.19676 1.46232  -0.43
O: -1.16459 1.57662 2.43902  0.08
C: -2.81983 2.99155 1.38565  -0.22
H: -2.55964 4.02698 1.14571  0.15
C: -3.60724 2.92918 2.70584  -0.15
H: -3.89830 3.93183 3.01944  0.11
C: -4.84673 2.08761 2.40255  -0.19
C: -5.14341 2.41439 0.94324  -0.20
H: -5.58410 3.41011 0.86752  0.11
C: -3.75619 2.40468 0.30380  -0.16
H: -3.72868 2.97376 -0.62576  0.11
H: -3.46583 1.37519 0.08333  0.12
H: -5.81961 1.70011 0.47559  0.11
H: -4.60994 1.02760 2.50082  0.12
H: -5.67835 2.32012 3.06556  0.11
H: -2.99446 2.48525 3.48938  0.11
H: -1.21779 2.83105 -0.44152  0.14
H: 0.38083 2.57661 -1.98924  0.11
H: 2.47970 1.54913 -2.71184  0.12
H: 4.79936 1.09518 -2.85791  0.08
H: 6.05277 0.24192 -1.94722  0.08
H: 5.23082 1.65797 -1.24451  0.09

SMILES string: C/C(=N/NC(=O)c1ccoc1C)c1ccc(NC(=O)C2CCCC2)cc1
LUMO level, eV: 0.68
Highest occupied orbital energy, eV: -8.1

2:
Entry from the Open Molecules 2025 dataset: a single C20H23N3O3 molecule (ωB97M-V/def2-TZVPD).

Each line ends with the Löwdin charge.
Atoms and positions in Å:
C: -0.45093 1.03508 -5.08504  -0.06
C: 0.32247 -0.25162 -4.81660  -0.24
O: 1.57873 -0.02057 -4.21379  -0.07
C: 1.62299 0.38489 -2.89603  -0.19
C: 0.56651 0.39179 -2.00954  0.03
C: 0.75046 0.81124 -0.68926  -0.17
C: 2.00697 1.24176 -0.27570  -0.04
C: 3.07142 1.22823 -1.15890  0.00
C: 2.89632 0.79738 -2.46305  -0.25
O: 3.94937 0.78050 -3.32507  0.07
H: 3.61604 0.47628 -4.18078  0.10
H: 4.05192 1.55927 -0.85562  0.12
H: 2.14377 1.61097 0.72813  0.11
C: -0.39977 0.81013 0.19812  -0.19
C: -0.43911 0.76504 1.58973  -0.21
N: -1.76029 0.81378 1.92875  0.07
C: -2.39298 0.80107 3.12797  -0.04
C: -3.74833 0.88270 3.17578  -0.08
C: -4.50296 0.97574 1.98501  -0.09
C: -3.87475 0.97515 0.77250  0.00
C: -2.47665 0.88764 0.72409  -0.28
N: -1.66164 0.86950 -0.30554  0.17
H: -4.41305 1.03763 -0.15855  0.11
H: -5.57779 1.04221 2.04680  0.10
H: -4.24887 0.87071 4.13046  0.10
H: -1.78382 0.71603 4.01641  0.12
N: 0.59919 0.66247 2.51354  0.05
H: 0.25856 0.79453 3.46044  0.11
C: 1.40820 -0.54190 2.42172  -0.14
C: 0.65677 -1.81750 2.86277  -0.31
C: 1.45363 -3.08883 2.49933  -0.12
H: 1.56834 -3.74145 3.36254  0.11
C: 0.61358 -3.75416 1.39878  -0.14
H: 1.21151 -4.06055 0.54399  0.11
C: -0.39644 -2.66345 1.02676  -0.18
H: -1.36808 -3.04973 0.71816  0.13
H: -0.00182 -2.01491 0.23149  0.12
O: -0.59496 -1.92437 2.21129  -0.11
H: 0.09039 -4.62548 1.79171  0.11
H: 2.44542 -2.82002 2.13804  0.11
H: 0.43573 -1.75259 3.93535  0.15
H: 1.72723 -0.64722 1.38355  0.11
H: 2.29170 -0.40896 3.05162  0.13
H: -0.42600 0.08495 -2.29524  0.11
H: 0.56696 -0.74813 -5.76059  0.12
H: -0.27317 -0.94149 -4.20684  0.12
H: 0.14287 1.70346 -5.70433  0.08
H: -0.68690 1.54337 -4.15355  0.07
H: -1.37634 0.80144 -5.60406  0.08

SMILES string: CCOc1cc(-c2nc3ccccn3c2NC[C@@H]2CCCO2)ccc1O
LUMO level, eV: 0.80
Highest occupied orbital energy, eV: -7.0

Most stable one: 1, least stable one: 2.

1:
Entry from the Open Molecules 2025 dataset: a single C4H8ClN molecule (ωB97M-V/def2-TZVPD).

Each line ends with the Löwdin charge.
Atoms and positions in Å:
C: 1.16758 -0.43149 0.95884  -0.09
C: -0.27838 -0.15434 0.76298  -0.39
C: -0.45263 0.82851 -1.12843  -0.23
C: -0.89393 -0.58370 -0.58760  -0.62
H: 1.54868 0.09847 1.85988  0.09
H: 1.72900 -0.23718 0.02502  0.08
H: 1.23605 -1.48860 1.17165  0.07
H: -0.87077 -0.41630 1.64374  0.13
H: 0.11515 1.95430 0.53639  0.12
H: 0.51891 0.63456 -1.56066  0.08
H: -1.08845 1.35387 -1.87411  0.12
H: -1.97736 -0.80564 -0.59825  0.10
N: -0.56649 1.22776 0.24996  -0.04
Cl: -0.18736 -1.98022 -1.45941  0.57

SMILES string: C[C@H]1NC[C@H]1Cl
LUMO level, eV: 1.05
Highest occupied orbital energy, eV: -9.4

2:
Entry from the Open Molecules 2025 dataset: a single C4H8ClN molecule (ωB97M-V/def2-TZVPD).

Each line ends with the Löwdin charge.
Atoms and positions in Å:
C: 0.89291 -0.72289 -0.40059  -0.40
C: 0.82366 0.76987 -0.39958  -0.34
C: -0.21156 -1.58579 0.17572  -0.05
C: -0.27673 1.59264 0.18181  -0.08
N: 1.68563 -0.02950 0.60579  -0.41
Cl: 3.41127 0.05622 0.25055  0.54
H: 1.55018 -1.02104 -1.13918  0.09
H: 1.26087 1.37308 -1.23456  0.14
H: 0.11029 -1.80967 1.30596  0.13
H: -0.09470 -2.52076 -0.30913  0.04
H: -1.30319 -1.18494 0.19873  0.10
H: -0.29578 1.45578 1.26685  0.08
H: -1.21347 1.10572 -0.24347  0.09
H: -0.43985 2.63786 -0.15580  0.08

SMILES string: C[C@@H]1[C@H](C)N1Cl
LUMO level, eV: 0.96
Highest occupied orbital energy, eV: -9.5

3:
Entry from the Open Molecules 2025 dataset: 2 unconnected molecules or ions with the total composition C4H8ClN (ωB97M-V/def2-TZVPD).

Each line ends with the Löwdin charge.
Atoms and positions in Å:
C: -2.75854 0.48146 -0.93589  -0.54
C: 1.02315 -0.61204 1.22022  0.02
C: 1.07760 -0.44077 -1.19045  -0.15
C: 0.47603 -0.76890 0.00694  -0.31
N: -1.92806 1.24795 -0.28682  -0.04
Cl: -3.77351 -0.34159 0.26052  0.47
H: -1.19439 1.58327 -0.87448  0.08
H: 0.42450 -0.93480 2.03380  0.05
H: 1.83047 -0.09814 1.39870  0.00
H: 0.47375 -0.06434 -1.95757  0.05
H: 1.49329 -1.34205 -1.67497  0.10
H: 1.82918 0.39226 -0.98047  0.12
H: -0.64209 -1.03110 0.01619  0.10
H: -1.92657 1.61393 0.59480  0.06

LUMO level, eV: 0.84
Highest occupied orbital energy, eV: -9.2

Most stable one: 1, least stable one: 3.

1:
Entry from the Open Molecules 2025 dataset: a single C4H8ClN molecule (ωB97M-V/def2-TZVPD).

Each line ends with the Löwdin charge.
Atoms and positions in Å:
C: 1.71652 -0.31788 0.10718  -0.16
C: 0.76500 -1.49078 0.21442  -0.16
C: 0.38362 -0.24653 -0.48769  -0.24
C: -1.09184 0.57276 0.38248  -0.61
N: -1.74421 1.75780 -0.16174  -0.06
Cl: -2.36763 -0.69248 0.17432  0.54
H: 2.13855 0.27979 0.93094  0.11
H: 2.44982 -0.36405 -0.66292  0.08
H: 1.15584 -2.29661 -0.33005  0.08
H: 0.25640 -1.71419 1.15919  0.10
H: 0.24571 -0.29129 -1.49670  0.08
H: -0.83935 0.63389 1.52099  0.12
H: -1.91745 1.63377 -1.17107  0.08
H: -1.15097 2.53581 -0.17934  0.04

SMILES string: N[C@@H](Cl)C1CC1
LUMO level, eV: 1.07
Highest occupied orbital energy, eV: -9.3

2:
Entry from the Open Molecules 2025 dataset: a single C4H8ClN molecule (ωB97M-V/def2-TZVPD).

Each line ends with the Löwdin charge.
Atoms and positions in Å:
C: -0.28626 1.68980 0.81536  -0.27
C: 0.08212 0.53074 -0.17159  -0.31
C: -0.85287 -0.09356 -1.17947  -0.12
C: -0.47304 -0.84712 0.10470  -0.67
H: 1.10921 3.07034 0.40778  0.04
H: -0.35008 3.24321 -0.34732  0.07
H: 0.25509 1.30374 1.75573  0.13
H: -1.38452 1.71657 1.09086  0.13
H: 1.09160 0.49234 -0.56451  0.12
H: -0.27842 -0.58169 -1.95253  0.08
H: -1.83712 0.21317 -1.47637  0.10
H: -1.23347 -0.96591 0.86772  0.10
N: 0.13766 3.04324 0.51821  0.00
Cl: 0.63790 -2.20433 -0.04840  0.60

SMILES string: NC[C@@H]1C[C@H]1Cl
LUMO level, eV: 1.08
Highest occupied orbital energy, eV: -9.5

Most stable one: 2, least stable one: 1.

1:
Entry from the Open Molecules 2025 dataset: a gas-phase ion, C3H7N2O2 (charge -1) (ωB97M-V/def2-TZVPD).

Each line ends with the Löwdin charge.
Atoms and positions in Å:
C: -0.71054 1.37353 0.71992  -0.78
C: -0.50782 -0.88599 -1.40086  -0.14
C: 1.03371 -0.35931 1.23780  -0.12
N: 0.46600 0.15806 -1.05971  -0.10
N: 0.40750 0.52923 0.31115  -0.18
O: -1.30808 1.90121 -0.22836  -0.07
O: -0.87444 1.48471 1.93708  -0.06
H: -0.20648 -1.82284 -0.92725  0.05
H: -1.52521 -0.63555 -1.07816  0.07
H: -0.49787 -1.02279 -2.48337  0.06
H: 0.65854 -1.39475 1.17738  0.06
H: 2.12012 -0.37764 1.08354  0.06
H: 0.80590 0.03584 2.22772  0.07
H: 0.13868 1.01627 -1.51686  0.09

Total charge: -1
SMILES string: CNN(C)C(=O)[O-]
LUMO level, eV: 4.28
Highest occupied orbital energy, eV: -3.6

2:
Entry from the Open Molecules 2025 dataset: 2 unconnected molecules or ions with the total composition C3H7N2O2 (ωB97M-V/def2-TZVPD).

Each line ends with the Löwdin charge.
Atoms and positions in Å:
C: 1.21945 0.12359 -0.26840  -0.16
C: -1.32648 -0.26338 -0.06800  -0.15
C: -0.01475 0.03443 0.56117  -0.26
N: 0.49162 -2.02591 1.78213  0.14
N: -0.38958 -2.13447 2.65603  -0.70
O: -0.24755 -3.14842 3.40719  -0.16
O: -1.34932 -1.35215 2.82924  -0.13
H: 1.17400 -0.57619 -1.10184  0.06
H: 1.35163 1.13771 -0.67895  0.06
H: 2.09607 -0.11026 0.33030  0.05
H: -1.74576 0.63607 -0.54913  0.06
H: -2.02265 -0.59119 0.70360  0.05
H: -1.23357 -1.03998 -0.82538  0.06
H: -0.03787 0.60825 1.47298  0.08

Total charge: -1
LUMO level (spin up / spin down), eV: 4.04 / 4.08
Highest occupied orbital energy (spin up / spin down), eV: -3.7 / -3.2

Most stable one: 1, least stable one: 2.

1:
Entry from the Open Molecules 2025 dataset: a molecular structure, C3H7N2O2 (ωB97M-V/def2-TZVPD).

Each line ends with the Löwdin charge.
Atoms and positions in Å:
O: -1.74908 -1.62357 -1.42324  -0.01
C: -1.18616 -0.58048 -1.09207  -0.60
N: -1.69047 0.72542 -1.28579  0.11
C: 0.03645 -0.67097 -0.11569  -0.23
N: 0.31735 0.59741 0.58292  -0.10
C: 1.87901 0.48510 1.31059  -0.50
O: 2.24246 -0.73088 1.34035  -0.25
H: -2.41301 0.64517 -2.00544  0.08
H: -1.93773 0.16425 -0.26174  0.19
H: 0.84584 -0.85667 -0.81384  0.10
H: 0.04327 -1.55794 0.53997  0.11
H: -0.41163 1.23075 0.30110  0.00
H: 1.61161 0.96796 2.28196  0.06
H: 2.41209 1.20446 0.64094  0.06

Total charge: -1
LUMO level, eV: 3.77
Highest occupied orbital energy, eV: -2.7

2:
Entry from the Open Molecules 2025 dataset: 2 unconnected molecules or ions with the total composition C3H7N2O2 (ωB97M-V/def2-TZVPD).

Each line ends with the Löwdin charge.
Atoms and positions in Å:
O: 1.64507 -0.90739 -1.06601  -0.04
C: 1.26324 -0.00642 -0.29156  -0.54
N: 1.38233 0.03675 1.08274  0.10
C: 0.14156 0.95600 -0.77144  -0.31
N: -0.72400 1.30991 0.37250  -0.18
C: -1.67898 -0.43668 0.68650  -0.36
O: -1.86726 -1.20277 -0.35852  -0.23
H: 0.67092 0.58135 1.65918  0.09
H: 2.11982 -0.32948 1.59972  0.05
H: 0.91048 1.79526 -1.04282  0.12
H: -0.25168 0.35008 -1.62836  0.10
H: -1.10830 2.33821 0.08796  0.06
H: -0.96878 -0.62770 1.57608  0.05
H: -2.55818 0.26955 1.21679  0.08

Total charge: -1
LUMO level, eV: 4.31
Highest occupied orbital energy, eV: -3.3

Most stable one: 2, least stable one: 1.

1:
Entry from the Open Molecules 2025 dataset: a molecular structure, C3H7N2O2 (ωB97M-V/def2-TZVPD).

Each line ends with the Löwdin charge.
Atoms and positions in Å:
C: -0.54716 -1.71610 1.33317  -0.02
C: -0.39922 -0.96566 -0.89108  -0.11
C: -1.11432 -0.90217 0.46603  -0.18
N: -0.44466 2.07871 -0.47361  0.08
N: 0.52199 2.22305 0.12417  -0.49
O: 2.08183 2.49394 -0.80046  -0.36
O: 0.95466 2.37188 1.22028  -0.09
H: 2.26875 1.68012 -1.35481  -0.04
H: -0.71846 -1.60392 2.33628  0.02
H: 0.03004 -2.47045 1.04170  0.00
H: 0.23397 -1.81799 -0.98278  0.05
H: 0.00181 -0.05611 -1.19863  0.00
H: -1.22861 -1.20218 -1.64343  0.08
H: -1.64062 -0.11312 0.82316  0.05

Total charge: -1
LUMO level, eV: 3.98
Highest occupied orbital energy, eV: -3.6

2:
Entry from the Open Molecules 2025 dataset: a gas-phase ion, C3H7N2O2 (charge -1) (ωB97M-V/def2-TZVPD).

Each line ends with the Löwdin charge.
Atoms and positions in Å:
O: 0.71714 -1.54388 1.20216  -0.10
C: 0.01027 -0.73625 0.53039  -0.53
N: 0.63353 0.04059 -0.39255  0.04
C: 2.40304 0.36478 -0.58668  -0.45
O: 2.22015 1.50712 -0.92155  -0.19
C: -1.56640 -0.52955 0.73531  -0.16
N: -2.11148 0.77756 0.12647  -0.05
H: 0.06119 0.57315 -0.97357  0.03
H: 2.59887 -0.50236 -1.31223  0.08
H: 2.72645 -0.07148 0.41733  0.08
H: -1.66722 -0.37395 1.78646  0.06
H: -2.20695 -1.39416 0.26233  0.13
H: -1.26100 1.31529 -0.11402  0.04
H: -2.55759 0.57314 -0.75984  0.03

Total charge: -1
SMILES string: NCC(=O)NC[O-]
LUMO level, eV: 4.16
Highest occupied orbital energy, eV: -3.8

3:
Entry from the Open Molecules 2025 dataset: 2 unconnected molecules or ions with the total composition C3H7N2O2 (ωB97M-V/def2-TZVPD).

Each line ends with the Löwdin charge.
Atoms and positions in Å:
C: -1.55554 0.37853 -0.39426  -0.02
C: -1.41412 -0.96366 -0.14174  -0.27
N: -2.45226 -1.90976 -0.43078  -0.03
H: -2.47788 0.84495 -0.74814  0.03
H: -0.65470 0.95750 -0.34628  0.00
H: -0.36373 -1.37314 -0.06900  0.09
H: -3.38188 -1.49697 -0.44861  0.06
H: -2.50651 -2.72553 0.15578  0.04
N: 3.17144 1.11829 0.67069  0.06
C: 1.77610 1.06537 0.39301  -0.79
O: 1.21070 -0.03152 0.76194  -0.14
O: 1.30628 2.02079 -0.30773  -0.13
H: 3.67163 0.26305 0.75302  0.04
H: 3.67048 1.85211 0.15208  0.06

Total charge: -1
LUMO level, eV: 4.11
Highest occupied orbital energy, eV: -4.1

4:
Entry from the Open Molecules 2025 dataset: 2 unconnected molecules or ions with the total composition C3H7N2O2 (ωB97M-V/def2-TZVPD).

Each line ends with the Löwdin charge.
Atoms and positions in Å:
C: -0.00811 -0.74221 0.68396  -0.17
C: 2.29243 0.40891 0.44371  -0.19
C: 0.80305 0.43706 0.11043  -0.34
N: -0.72944 -1.25498 -0.26537  -0.02
N: -2.74812 0.01024 -0.11279  -0.42
O: -2.95973 1.08012 -0.72989  -0.22
O: -3.76347 -0.65689 0.17080  -0.22
H: 2.57722 0.57608 1.51499  0.06
H: 2.96152 1.18351 -0.04490  0.05
H: 2.84225 -0.48832 -0.10340  0.09
H: 0.33968 1.35755 0.54585  0.11
H: 0.72344 0.54680 -0.97654  0.08
H: -0.74992 -0.70015 -1.19103  0.12
H: -1.58080 -1.75773 -0.04582  0.06

Total charge: -1
LUMO level, eV: 3.77
Highest occupied orbital energy, eV: -3.2

Most stable one: 3, least stable one: 1.